Entry 1:
DFT (wB97M-V/def2-TZVPD) results for a 3-piece molecular cluster, C19H29BF2O2P overall.

Relative energy (zero: lowest compared OMol25 entry of this formula, charge and spin) (eV): 2.944
DFT total energy (eV): -39662.280
E_HOMO (eV): -3.44
Charge: -1

Geometry (Å):
1 C 1.36598 0.82268 0.52757
2 C 1.29351 -0.20961 -0.58256
3 P 2.12587 -1.92341 -0.47705
4 C 0.42010 -2.86026 -0.36430
5 C -0.47690 -2.32022 0.88329
6 C -1.93457 -1.68783 0.52843
7 C -2.11638 -1.05376 -0.96405
8 C -3.15181 -2.77432 0.89751
9 B 3.12494 -3.58410 -0.43552
10 O 2.92028 -4.67803 -1.43506
11 O 4.13558 -3.69086 0.67253
12 H 1.00916 0.45018 1.59680
13 H 1.73560 1.94038 0.33786
14 H 0.72408 0.08296 -1.57777
15 H 2.11268 -2.01751 -1.91430
16 H 3.41523 -1.23275 -0.45888
17 H 2.17475 -1.90417 0.98027
18 H 0.73655 -3.98086 -0.09668
19 H -0.11483 -2.92651 -1.40092
20 H -0.67785 -3.24976 1.60534
21 H 0.10426 -1.53807 1.57098
22 H -2.11066 -0.79112 1.29770
23 H -3.22813 -0.62112 -1.01689
24 H -2.10040 -1.92244 -1.78143
25 H -1.41564 -0.15582 -1.22782
26 H -3.00747 -3.02267 2.04897
27 H -3.02720 -3.76963 0.29182
28 H -4.20032 -2.25748 0.77882
29 H 2.51705 -5.49224 -0.97541
30 H 3.91155 -4.50949 1.24146
31 F -5.40607 -0.43481 1.56083
32 C -5.05594 0.80376 1.93223
33 C -5.66946 1.89744 1.33129
34 C -5.30889 3.18718 1.72135
35 C -4.32992 3.36907 2.70131
36 C -3.71629 2.26500 3.29496
37 C -4.08507 0.97547 2.91267
38 H -6.42176 1.73685 0.56598
39 H -5.78819 4.04874 1.26318
40 H -4.04581 4.37525 3.00204
41 H -2.95168 2.40910 4.05450
42 H -3.62474 0.10600 3.37010
43 F 5.09855 5.52242 -1.98254
44 C 4.64203 4.27661 -2.16737
45 C 4.05713 3.93540 -3.38192
46 C 3.58630 2.63694 -3.57663
47 C 3.69592 1.69627 -2.54955
48 C 4.28000 2.04986 -1.33228
49 C 4.76075 3.34512 -1.14193
50 H 3.97307 4.68166 -4.16517
51 H 3.13444 2.35800 -4.52530
52 H 3.32451 0.68488 -2.70028
53 H 4.36049 1.31718 -0.53290
54 H 5.22563 3.63448 -0.20530

Forces on atoms 1 to 2 (eV/Å):
-0.5212 -2.2804 -2.7149
-1.4393 4.6248 2.9482


Entry 2:
DFT (wB97M-V/def2-TZVPD) results for a 2-piece molecular cluster, C3H9NO overall.

Relative energy (zero: lowest compared OMol25 entry of this formula, charge and spin) (eV): 2.524
DFT total energy (eV): -6792.531
SMILES: C=O.CCN
E_HOMO (eV): -10.00

Geometry (Å):
1 C 3.33373 -1.10874 -0.90118
2 O 4.39305 -0.77598 -1.34617
3 H 2.64131 -0.31191 -0.58283
4 H 3.07977 -2.21395 -0.60699
5 C -1.98967 -0.43504 -0.09105
6 C -1.08332 0.36484 0.83058
7 N -0.59177 1.60263 0.04890
8 H -1.79116 -1.50130 -0.14908
9 H -2.97628 -0.16666 0.22947
10 H -1.93003 -0.21778 -1.18952
11 H -1.77597 0.72468 1.63682
12 H -0.25197 -0.23924 1.11810
13 H 0.23676 2.02792 0.52854
14 H -1.29446 2.25054 0.47441

Forces on atoms 1 to 2 (eV/Å):
0.1474 -0.7820 1.2789
0.1034 -0.4530 -0.3921


Entry 3:
DFT (wB97M-V/def2-TZVPD) results for C33H37IN6OW as an isolated structure.

DFT total energy (eV): -55696.357
E_HOMO (eV): -18.37
Charge: +4

Geometry (Å):
1 W 0.17647 -0.46409 0.01377
2 C -3.24455 -1.24815 -2.37883
3 C -1.87509 -1.94469 -2.41833
4 C -0.71247 -1.08429 -2.94628
5 N 0.36259 -0.70054 -1.96779
6 C 1.63409 -0.49645 -2.48095
7 C 1.82115 -0.24291 -3.84285
8 C 2.98570 -0.11982 -4.58698
9 C 4.30441 -0.32348 -4.19335
10 C 4.74368 -0.61679 -2.91686
11 C 4.01827 -0.66860 -1.72418
12 C 2.65749 -0.51727 -1.48234
13 N 2.17128 -0.46758 -0.15180
14 C 3.17560 -0.37119 0.92726
15 C 2.60732 0.21099 2.19601
16 C 1.50644 -0.60808 2.82802
17 N 0.25913 -0.56598 2.03504
18 C -0.94064 -0.76056 2.72393
19 C -0.95799 -1.15201 4.06695
20 C -2.02508 -1.27102 4.94520
21 C -3.38162 -1.03015 4.73618
22 C -3.99486 -0.68213 3.54609
23 C -3.41922 -0.50739 2.28889
24 C -2.08727 -0.56079 1.90575
25 N -1.69848 -0.37390 0.58972
26 C -2.61790 0.25988 -0.39317
27 C -3.63960 -0.71095 -1.00823
28 H -4.01513 -1.94786 -2.69978
29 H -3.27144 -0.43487 -3.10930
30 H -1.93832 -2.81478 -3.07085
31 H -1.64334 -2.36529 -1.43868
32 H -1.10118 -0.15776 -3.38211
33 H -0.21246 -1.62696 -3.74764
34 H 0.91594 -0.10649 -4.41884
35 H 2.83495 0.12355 -5.63303
36 H 5.06118 -0.25592 -4.96615
37 H 5.80765 -0.79348 -2.80534
38 H 4.63283 -0.86477 -0.85787
39 H 3.99502 0.26490 0.59621
40 H 3.57958 -1.37382 1.10859
41 H 2.25675 1.23233 2.01802
42 H 3.42331 0.29121 2.91567
43 H 1.30054 -0.16997 3.80374
44 H 1.81532 -1.64760 2.98351
45 H -0.00353 -1.40666 4.50373
46 H -1.75466 -1.58444 5.94754
47 H -4.02877 -1.15075 5.59727
48 H -5.07114 -0.55665 3.57986
49 H -4.12855 -0.29468 1.49952
50 H -2.01065 0.69125 -1.20085
51 H -3.07842 1.11126 0.11500
52 H -4.58310 -0.16766 -1.09731
53 H -3.82437 -1.54049 -0.32199
54 C -0.33625 2.80418 -2.06202
55 C -0.00330 2.69054 -0.61239
56 O 0.13486 1.49215 -0.13749
57 C 0.15241 3.79626 0.24858
58 C 0.38501 3.61299 1.63491
59 C 0.52641 4.70262 2.45460
60 C 0.44007 5.99208 1.91300
61 C 0.20822 6.19717 0.55468
62 C 0.06266 5.10974 -0.27647
63 H -0.30838 1.82851 -2.53960
64 H 0.36493 3.46872 -2.56765
65 H -1.33119 3.24091 -2.18116
66 H 0.43815 2.61164 2.04368
67 H 0.70146 4.57878 3.51411
68 H 0.55457 6.84885 2.56581
69 H 0.14555 7.20078 0.15792
70 H -0.11382 5.27339 -1.33048
71 I -1.20426 -6.46524 1.18506
72 C -0.32953 -4.76955 0.44622
73 C 0.66074 -4.68216 -0.52677
74 N 0.94121 -3.38816 -0.71337
75 N 0.19589 -2.60094 0.09682
76 C -0.58222 -3.45300 0.79926
77 H 1.18122 -5.45114 -1.07789
78 H 1.62382 -2.98941 -1.33768
79 H -1.29506 -3.08533 1.51848

Forces on atoms 1 to 2 (eV/Å):
-0.5109 0.0940 -0.7039
-0.0070 0.0203 0.0054


Entry 4:
DFT (wB97M-V/def2-TZVPD) results for a 2-piece molecular cluster, C13H20FN4O6 overall.

DFT total energy (eV): -34758.004
E_HOMO (eV): -11.69
Charge: +1

Geometry (Å):
1 C 5.13870 -1.08534 0.79187
2 C 4.00462 -0.29843 1.36628
3 O 3.78880 -0.25975 2.54421
4 N 3.21765 0.39616 0.41748
5 C 2.57431 1.60899 0.92399
6 C 1.26429 1.89739 0.18092
7 C 0.01810 1.52747 1.00884
8 C -1.19429 2.40015 0.65714
9 N -2.40572 1.62424 0.32047
10 C -3.16025 1.88230 -0.79915
11 C -4.19345 0.99031 -0.82995
12 N -4.01338 0.21734 0.29026
13 O -4.84046 -0.81199 0.64530
14 N -4.77507 -1.85101 -0.46203
15 O -5.33080 -2.77765 -0.12879
16 C -2.94404 0.60064 0.99914
17 C -2.48627 -0.01294 2.25617
18 H 5.80203 -0.43623 0.22930
19 H 5.66650 -1.57584 1.59859
20 H 4.76117 -1.82824 0.08973
21 H 2.57584 -0.21853 -0.06365
22 H 2.40671 1.57437 1.99767
23 H 3.25020 2.44158 0.73688
24 H 1.26672 1.31966 -0.74048
25 H 1.20862 2.95674 -0.05805
26 H -0.23776 0.49756 0.78235
27 H 0.24490 1.56587 2.06996
28 H -0.95043 2.94390 -0.24928
29 H -1.43367 3.14350 1.41106
30 H -2.93519 2.65347 -1.50961
31 H -4.99649 0.88635 -1.53063
32 H -1.72961 0.59821 2.72832
33 H -3.31371 -0.10325 2.95530
34 H -2.09862 -1.01318 2.08305
35 C 0.06687 -2.97268 -2.08574
36 C 0.17437 -1.51775 -1.68491
37 O 1.42294 -1.14287 -2.20341
38 C 1.67710 -1.94610 -3.29852
39 O 2.50573 -1.73337 -4.10357
40 O 0.81499 -2.99346 -3.30157
41 F 0.20141 -1.34881 -0.32650
42 H 0.54321 -3.62309 -1.35035
43 H -0.95451 -3.30365 -2.25467
44 H -0.60209 -0.87207 -2.10342

Forces on atoms 1 to 2 (eV/Å):
-0.1105 -0.2147 -0.1293
0.0233 -0.5575 -0.5219


Entry 5:
DFT (wB97M-V/def2-TZVPD) results for an isolated ion of composition C3H5Cl2O4S and charge -1.

Relative energy (zero: lowest compared OMol25 entry of this formula, charge and spin) (eV): 0.758
DFT total energy (eV): -47263.603
SMILES: C[C@H](Cl)[C@@]([O-])(O)S(=O)(=O)Cl
E_HOMO (eV): -5.10
Charge: -1

Geometry (Å):
1 C -1.17661 1.09557 0.80071
2 C -1.04986 0.01938 -0.19186
3 Cl -2.63993 -0.77745 -0.26901
4 C -0.10473 -1.05294 0.17151
5 O 0.23570 -1.46309 1.25760
6 O 0.07626 -1.95330 -0.92885
7 S 1.53811 0.16293 -0.54598
8 O 1.31928 1.42900 -1.26881
9 O 2.41214 -0.80894 -1.22360
10 Cl 2.64465 0.80049 1.06520
11 H -1.81143 1.98037 0.36742
12 H -0.19114 1.54403 0.75711
13 H -1.41973 0.97953 1.89067
14 H -0.74005 0.41624 -1.13063
15 H 0.90735 -2.37181 -0.75148

Forces on atoms 1 to 2 (eV/Å):
-0.0203 3.7703 0.3787
-1.8416 -0.8164 1.0847


Entry 6:
DFT (wB97M-V/def2-TZVPD) results for a 2-piece molecular cluster, C4H11NO2 overall.

Relative energy (zero: lowest compared OMol25 entry of this formula, charge and spin) (eV): 1.506
DFT total energy (eV): -9910.736
SMILES: C=C(C)O.NCO
E_HOMO (eV): -8.80

Geometry (Å):
1 C 2.52876 0.02057 0.76021
2 C 1.69587 0.87926 0.18809
3 C 2.01990 1.65552 -1.05975
4 O 0.47695 1.18396 0.74763
5 H 3.48240 -0.21508 0.30288
6 H 2.24082 -0.46128 1.68221
7 H 3.05796 1.50135 -1.33790
8 H 1.34914 1.36642 -1.87147
9 H 1.84036 2.71159 -0.87167
10 H -0.11938 0.41760 0.60246
11 N -1.13845 -1.04937 0.13516
12 C -2.54901 -0.75279 0.12776
13 O -3.29116 -1.95677 -0.03070
14 H -0.96347 -1.76449 0.83433
15 H -0.86173 -1.43412 -0.76150
16 H -2.79969 -0.25482 1.06760
17 H -2.75430 -0.06451 -0.69313
18 H -4.21497 -1.78305 0.17779

Forces on atoms 1 to 2 (eV/Å):
-0.0121 -0.1559 -0.1114
0.1162 0.2969 -0.0787